No. 1
Molecular formula: C16H20As2F3NO4S2Y
Method: DFT, ωB97M-V/def2-TZVPD

Output
* HOMO-LUMO gap (alpha / beta): 4.7 / 7.6 eV
* total energy: -179140.651 eV
* 2S+1: 2
* HOMO level (alpha / beta): -4.76 / -7.70 eV
* strongest force on any atom: 0.9 eV Å⁻¹
* energy relative to the best compared isomer or geometry (same formula, charge and spin): 7.5 kcal per mole

Last column: natural (NBO) charge in e.
Element x y z (Å)
Y (0.110, -1.212, 0.503)  1.7661
O (0.563, -1.075, 2.593)  -0.7666
N (1.851, -1.620, 2.520)  -0.1689
C (2.190, -2.493, 3.554)  -0.0621
C (3.487, -2.792, 3.819)  -0.2391
C (4.526, -2.207, 3.063)  -0.3039
C (4.172, -1.313, 2.040)  -0.2400
C (2.869, -0.990, 1.774)  -0.0279
S (2.434, -0.018, 0.380)  -0.3898
H (1.345, -2.884, 4.097)  0.2151
H (3.699, -3.489, 4.618)  0.2172
H (5.562, -2.439, 3.258)  0.2086
H (4.923, -0.877, 1.395)  0.2217
C (1.373, 1.014, -2.998)  -0.9271
As (-0.231, 0.340, -2.133)  0.8821
C (-1.138, -0.533, -3.618)  -0.9361
C (-1.267, 1.987, -1.952)  -0.3314
C (-1.635, 2.704, -3.087)  -0.2026
C (-2.362, 3.878, -2.982)  -0.1957
C (-2.726, 4.352, -1.729)  -0.2119
C (-2.361, 3.649, -0.593)  -0.1547
C (-1.635, 2.464, -0.688)  -0.3412
As (-1.105, 1.504, 0.928)  0.8695
C (-2.628, 1.823, 2.101)  -0.9359
C (0.189, 2.734, 1.691)  -0.9202
H (1.131, 1.699, -3.809)  0.2241
H (1.933, 0.162, -3.380)  0.2444
H (1.979, 1.521, -2.249)  0.2500
H (-1.147, 0.071, -4.523)  0.2240
H (-2.161, -0.754, -3.315)  0.2434
H (-0.625, -1.474, -3.814)  0.2465
H (-1.350, 2.341, -4.067)  0.2111
H (-2.645, 4.423, -3.874)  0.2209
H (-3.293, 5.269, -1.638)  0.2201
H (-2.646, 4.032, 0.379)  0.2032
H (-2.811, 2.882, 2.266)  0.2237
H (-2.403, 1.349, 3.056)  0.2460
H (-3.514, 1.358, 1.673)  0.2381
H (-0.247, 3.724, 1.816)  0.2207
H (1.055, 2.774, 1.035)  0.2544
H (0.505, 2.331, 2.652)  0.2516
F (-0.317, -4.179, 1.625)  -0.3026
C (-0.755, -4.873, 0.555)  0.7127
F (-1.978, -5.325, 0.810)  -0.2998
F (0.060, -5.894, 0.342)  -0.2935
S (-0.765, -3.712, -0.870)  2.3272
O (-1.162, -4.436, -2.024)  -0.8851
O (-1.657, -2.635, -0.382)  -1.0138
O (0.605, -3.162, -0.819)  -0.9928

---

No. 2
Molecular formula: C6F18MnO18S6
Method: DFT, ωB97M-V/def2-TZVPD

Output
* HOMO-LUMO gap (alpha / beta): 3.4 / 3.7 eV
* total energy: -188315.388 eV
* 2S+1: 6
* HOMO level (alpha / beta): -0.74 / -0.75 eV
* strongest force on any atom: 6.0 eV Å⁻¹
* charge: -4

Last column: natural (NBO) charge in e.
Element x y z (Å)
Mn (0.301, -0.277, -0.246)  1.8772
C (-3.210, -0.981, 5.084)  0.7569
F (-2.641, -2.088, 5.468)  -0.2993
F (-4.428, -0.813, 5.549)  -0.3367
F (-2.587, 0.117, 5.388)  -0.3211
S (-3.465, -0.925, 3.141)  2.2269
O (-3.896, -2.320, 2.828)  -1.0090
O (-4.540, -0.035, 2.735)  -0.9623
O (-2.122, -0.672, 2.536)  -1.0316
C (-3.987, -1.081, -4.249)  0.7514
F (-4.562, -1.654, -5.315)  -0.3507
F (-3.090, -0.173, -4.599)  -0.3257
F (-4.882, -0.600, -3.513)  -0.2959
S (-2.914, -2.548, -3.324)  2.2491
O (-2.604, -3.523, -4.396)  -0.9833
O (-1.797, -1.818, -2.736)  -1.0448
O (-3.783, -3.069, -2.257)  -0.9764
C (2.783, 3.157, 4.524)  0.7406
F (2.099, 2.231, 5.152)  -0.3155
F (1.920, 4.133, 4.311)  -0.3141
F (3.898, 3.529, 5.116)  -0.3200
S (3.328, 2.495, 2.789)  2.2456
O (2.468, 1.337, 2.427)  -1.0334
O (3.127, 3.585, 1.843)  -0.9755
O (4.734, 2.104, 2.834)  -0.9931
C (2.000, -6.735, 0.173)  0.7198
F (2.935, -6.030, -0.482)  -0.3329
F (1.198, -7.331, -0.738)  -0.3257
F (2.579, -7.505, 1.132)  -0.3406
S (0.814, -5.406, 1.172)  2.2974
O (1.299, -4.081, 0.745)  -1.0279
O (-0.541, -5.673, 0.683)  -0.9843
O (0.956, -5.717, 2.532)  -0.9932
C (5.877, 1.155, -3.080)  0.7175
F (6.119, 0.770, -1.780)  -0.3276
F (6.640, 2.126, -3.545)  -0.3155
F (5.990, 0.014, -3.806)  -0.3502
S (4.046, 1.713, -3.348)  2.2948
O (3.266, 0.899, -2.424)  -1.0288
O (4.095, 3.056, -2.855)  -0.9997
O (3.707, 1.666, -4.802)  -0.9797
C (-3.413, 4.918, -1.816)  0.7157
F (-4.313, 3.879, -1.945)  -0.3328
F (-3.070, 5.379, -3.040)  -0.3317
F (-3.942, 5.937, -1.123)  -0.3316
S (-1.859, 4.317, -0.842)  2.2795
O (-2.035, 4.700, 0.529)  -0.9798
O (-1.811, 2.841, -0.992)  -1.0233
O (-0.688, 4.998, -1.435)  -0.9787

---

No. 3
Molecular formula: C7H11N2O3S
Method: DFT, ωB97M-V/def2-TZVPD

Output
* HOMO-LUMO gap: 9.3 eV
* total energy: -27381.987 eV
* HOMO level: -13.69 eV
* strongest force on any atom: 7.0 eV Å⁻¹
* charge: +1
* energy relative to the best compared isomer or geometry (same formula, charge and spin): 54.7 kcal per mole

Last column: natural (NBO) charge in e.
Element x y z (Å)
C (-0.232, -0.250, 0.285)  0.1777
C (-2.414, -0.378, -1.414)  0.3168
C (-2.110, 0.119, -0.147)  0.0607
C (2.339, -1.194, 0.017)  -0.4399
C (1.992, 0.261, -0.093)  -0.2343
C (1.766, -1.701, 1.368)  -0.5518
C (0.215, 1.660, -1.256)  -0.4220
N (-2.897, 0.634, 0.744)  0.4005
N (0.598, 0.496, -0.366)  -0.3748
O (-1.685, -1.067, -2.111)  -0.4853
O (-2.251, 0.700, 2.038)  -0.5522
O (-4.028, 0.995, 0.599)  -0.3164
S (-0.013, -1.508, 1.307)  0.5107
H (-3.428, -0.209, -1.616)  0.1636
H (2.315, -1.684, -0.894)  0.2572
H (3.493, -1.163, 0.164)  0.2530
H (2.304, 0.966, 0.595)  0.2271
H (2.522, 0.651, -1.052)  0.2323
H (1.986, -2.864, 1.453)  0.2883
H (2.056, -1.027, 2.140)  0.2447
H (-0.378, 1.344, -2.149)  0.2516
H (-0.312, 2.462, -0.650)  0.2400
H (1.092, 2.058, -1.716)  0.2366
H (-2.930, 0.699, 2.754)  0.5158

---

No. 4
Molecular formula: C26H28IN5OSbY
Method: DFT, ωB97M-V/def2-TZVPD

Output
* HOMO-LUMO gap: 7.5 eV
* total energy: -52585.367 eV
* HOMO level: -13.50 eV
* strongest force on any atom: 3.1 eV Å⁻¹
* charge: +2
* energy relative to the best compared isomer or geometry (same formula, charge and spin): 11.7 kcal per mole

Last column: natural (NBO) charge in e.
Element x y z (Å)
Y (-15.056, -5.547, -2.624)  1.8102
C (-16.657, -3.185, -5.703)  -0.6586
C (-15.154, -3.472, -5.605)  0.2864
C (-14.196, -2.720, -6.221)  -0.2415
C (-12.861, -3.004, -6.127)  -0.1052
C (-12.487, -4.094, -5.332)  -0.2535
C (-13.508, -4.877, -4.697)  -0.1200
N (-14.799, -4.463, -4.700)  -0.6630
Sb (-12.788, -7.033, -4.502)  1.1503
C (-14.661, -8.091, -4.934)  -0.0821
C (-14.928, -8.842, -6.093)  -0.2580
C (-16.122, -9.547, -6.168)  -0.1163
C (-17.078, -9.284, -5.206)  -0.2190
C (-16.857, -8.347, -4.196)  0.2335
C (-17.885, -8.069, -3.126)  -0.6425
N (-15.634, -7.825, -3.996)  -0.5861
C (-12.852, -7.800, -2.482)  -0.0882
C (-11.925, -8.790, -2.333)  -0.2755
C (-11.804, -9.463, -1.098)  -0.1101
C (-12.681, -9.079, -0.110)  -0.2253
C (-13.630, -8.058, -0.298)  0.2607
C (-14.424, -7.475, 0.807)  -0.6713
N (-13.754, -7.462, -1.519)  -0.5843
H (-16.883, -2.509, -6.532)  0.2472
H (-17.021, -2.831, -4.754)  0.2567
H (-17.191, -4.128, -5.926)  0.2309
H (-14.605, -1.817, -6.634)  0.2451
H (-12.177, -2.447, -6.803)  0.2614
H (-11.425, -4.354, -5.159)  0.2553
H (-14.229, -8.805, -6.952)  0.2502
H (-16.264, -10.289, -6.931)  0.2512
H (-17.982, -9.866, -5.157)  0.2423
H (-18.012, -6.970, -2.942)  0.2154
H (-17.537, -8.560, -2.189)  0.2421
H (-18.854, -8.470, -3.277)  0.2526
H (-11.278, -9.153, -3.162)  0.2457
H (-11.049, -10.315, -1.019)  0.2636
H (-12.753, -9.616, 0.851)  0.2471
H (-13.961, -7.685, 1.769)  0.2566
H (-15.460, -7.889, 0.864)  0.2362
H (-14.424, -6.378, 0.804)  0.2509
C (-17.916, -5.315, 0.725)  -0.7044
C (-17.569, -4.487, -0.482)  0.7584
O (-16.665, -4.870, -1.337)  -0.8420
N (-18.281, -3.357, -0.678)  -0.5168
C (-18.087, -2.333, -1.728)  -0.2512
C (-16.818, -1.554, -1.694)  0.1568
C (-16.114, -1.075, -0.597)  -0.2368
C (-15.100, -0.138, -0.757)  -0.1371
C (-14.726, 0.178, -2.099)  -0.2264
C (-15.438, -0.387, -3.156)  0.0418
N (-16.434, -1.237, -2.945)  -0.4539
H (-18.866, -5.830, 0.542)  0.2685
H (-18.141, -4.690, 1.558)  0.2583
H (-17.101, -6.032, 0.893)  0.2535
H (-18.969, -3.163, 0.012)  0.4205
H (-18.946, -1.709, -1.777)  0.2504
H (-18.042, -2.880, -2.694)  0.2313
H (-16.324, -1.460, 0.381)  0.2188
H (-14.653, 0.378, 0.113)  0.2485
H (-13.917, 0.824, -2.430)  0.2393
H (-15.192, -0.239, -4.199)  0.1990
I (-13.044, -3.731, -1.379)  -0.4673

---

No. 5
Molecular formula: C6H12N2O2
Method: DFT, ωB97M-V/def2-TZVPD

Output
* HOMO-LUMO gap: 9.8 eV
* total energy: -13490.679 eV
* HOMO level: -9.15 eV
* strongest force on any atom: 1.6 eV Å⁻¹
* energy relative to the best compared isomer or geometry (same formula, charge and spin): 40.3 kcal per mole

Last column: natural (NBO) charge in e.
Element x y z (Å)
C (-0.647, 2.493, -0.833)  -0.6047
C (-0.483, 0.983, -0.764)  -0.0642
N (0.820, 0.571, -1.262)  -0.6212
C (1.003, -0.872, -1.208)  -0.3289
C (1.155, -1.228, 0.253)  0.6990
O (2.094, -1.835, 0.718)  -0.5310
N (0.153, -0.666, 1.095)  -0.4586
C (0.360, 0.646, 1.718)  -0.2346
C (-0.657, 0.462, 0.652)  -0.0780
H (0.097, 2.990, -0.195)  0.2175
H (-0.518, 2.846, -1.866)  0.2092
H (-1.651, 2.786, -0.497)  0.2162
H (-1.289, 0.513, -1.363)  0.1648
H (0.974, 0.922, -2.201)  0.3731
H (0.149, -1.437, -1.636)  0.1795
H (1.914, -1.165, -1.739)  0.2330
H (0.044, 0.729, 2.759)  0.2074
H (1.288, 1.157, 1.454)  0.2150
H (-1.699, 0.389, 0.976)  0.2034
O (-0.689, -3.595, 1.411)  -0.9339
H (-1.191, -2.876, 1.883)  0.4759
H (-1.227, -3.810, 0.644)  0.4611

---

No. 6
Molecular formula: H2N2O3S
Method: DFT, ωB97M-V/def2-TZVPD

Output
* HOMO-LUMO gap (alpha / beta): 8.3 / 8.3 eV
* total energy: -19986.698 eV
* HOMO level (alpha / beta): -9.87 / -9.87 eV
* strongest force on any atom: 3.3 eV Å⁻¹
* energy relative to the best compared isomer or geometry (same formula, charge and spin): 27.5 kcal per mole

Last column: natural (NBO) charge in e.
Element x y z (Å)
N (-0.845, -0.143, 0.880)  -0.9850
S (0.476, -0.344, -0.292)  2.0442
O (0.197, -1.456, -1.166)  -0.9089
O (1.727, -0.273, 0.453)  -0.9020
N (0.174, 1.327, -1.454)  0.1398
O (-0.083, 2.226, -0.730)  -0.1597
H (-0.289, -0.363, 1.685)  0.3861
H (-1.357, -0.973, 0.626)  0.3855

---

> Which formula does entry 1 have?

C16H20As2F3NO4S2Y

---

> strongest force on any atom of number 2 (C6F18MnO18S6)?

6.0 eV Å⁻¹

---

Repeat the third record exactly.
Molecular formula: C7H11N2O3S
Method: DFT, ωB97M-V/def2-TZVPD

Output
* HOMO-LUMO gap: 9.3 eV
* total energy: -27381.987 eV
* HOMO level: -13.69 eV
* strongest force on any atom: 7.0 eV Å⁻¹
* charge: +1
* energy relative to the best compared isomer or geometry (same formula, charge and spin): 54.7 kcal per mole

Last column: natural (NBO) charge in e.
Element x y z (Å)
C (-0.232, -0.250, 0.285)  0.1777
C (-2.414, -0.378, -1.414)  0.3168
C (-2.110, 0.119, -0.147)  0.0607
C (2.339, -1.194, 0.017)  -0.4399
C (1.992, 0.261, -0.093)  -0.2343
C (1.766, -1.701, 1.368)  -0.5518
C (0.215, 1.660, -1.256)  -0.4220
N (-2.897, 0.634, 0.744)  0.4005
N (0.598, 0.496, -0.366)  -0.3748
O (-1.685, -1.067, -2.111)  -0.4853
O (-2.251, 0.700, 2.038)  -0.5522
O (-4.028, 0.995, 0.599)  -0.3164
S (-0.013, -1.508, 1.307)  0.5107
H (-3.428, -0.209, -1.616)  0.1636
H (2.315, -1.684, -0.894)  0.2572
H (3.493, -1.163, 0.164)  0.2530
H (2.304, 0.966, 0.595)  0.2271
H (2.522, 0.651, -1.052)  0.2323
H (1.986, -2.864, 1.453)  0.2883
H (2.056, -1.027, 2.140)  0.2447
H (-0.378, 1.344, -2.149)  0.2516
H (-0.312, 2.462, -0.650)  0.2400
H (1.092, 2.058, -1.716)  0.2366
H (-2.930, 0.699, 2.754)  0.5158

---

> total energy of number 3 (C7H11N2O3S)?

-27381.987 eV